# 1
The following is a DFT calculation (ωB97M-V/def2-TZVPD) of a structure of composition C19H36I2IrNOP2 at a distorted geometry.

Geometry (Å):
I: 0.0229 -1.8121 -3.2213
I: 0.1744 2.6594 -4.8162
Ir: 0.0071 0.4170 -2.0219
P: -2.3400 0.4656 -1.8484
C: -3.0811 0.3431 -3.5034
C: -3.2237 -0.8442 -0.9107
H: -4.3036 -0.6246 -0.9803
H: -4.0497 1.8682 -0.8506
H: -2.9080 -0.8042 0.1425
H: -2.5002 2.0073 0.0203
H: -3.0662 -0.7119 -3.8155
H: -3.0151 -1.8296 -1.3531
C: -2.9608 1.9543 -0.9776
H: -4.1144 0.7125 -3.4242
H: -2.7226 2.8610 -1.5473
H: -2.4934 0.9756 -4.1831
P: 2.3622 0.4840 -1.8241
C: 3.0476 0.4089 -3.5020
C: 3.0039 1.9399 -0.9084
H: 2.9299 -0.8345 0.1315
H: 4.3214 -0.6322 -0.9931
H: 3.0275 -1.8317 -1.3861
C: 3.2419 -0.8557 -0.9242
H: 2.5310 1.9686 0.0861
H: 4.0898 1.8189 -0.7697
H: 4.0765 0.8004 -3.4487
H: 2.4201 1.0410 -4.1563
H: 2.7893 2.8647 -1.4606
H: 3.0299 -0.6390 -3.8403
C: 0.0204 2.2919 -2.0391
O: 0.0314 3.4689 -1.9113
C: -0.0062 0.0768 5.2374
C: -0.0037 0.4235 3.7557
C: -0.0008 1.7466 3.3794
C: 0.0001 2.0928 2.0281
C: 0.0062 3.5355 1.6298
C: -0.0047 1.0874 1.0759
C: -0.0052 -0.2832 1.3801
C: -0.0037 -0.5633 2.7826
N: -0.0079 -1.1460 0.3382
C: -0.0202 -2.5521 0.6856
C: 1.2953 -2.8972 1.3934
C: -1.3324 -2.8827 1.4061
C: -0.0349 -3.4676 -0.5371
H: 0.8908 0.5132 5.7143
H: -0.9034 0.5164 5.7110
H: -0.0085 -1.0055 5.4570
H: 0.0013 2.5132 4.1493
H: -0.8875 4.0302 2.0436
H: 0.9006 4.0256 2.0478
H: 0.0101 3.7175 0.5454
H: -0.0065 1.3309 -0.0004
H: -0.0036 -1.5955 3.1377
H: 1.5698 -2.2797 2.2523
H: 1.2046 -3.9365 1.7140
H: 2.1206 -2.7998 0.6758
H: -2.1627 -2.7817 0.6947
H: -1.2474 -3.9221 1.7290
H: -1.5945 -2.2607 2.2656
H: -0.9411 -3.3131 -1.1356
H: 0.8811 -3.3421 -1.1259
H: -0.0541 -4.5126 -0.1938

Calculated values
Electronic energy = -61413.5051 eV
Frontier orbital gap (spin up / spin down) = 8.9 / 4.6 eV
2S+1 = 6
<S²> = 8.800
Total charge = +3
E_LUMO (spin up / spin down) = -9.20 / -13.09 eV
Highest occupied orbital energy (spin up / spin down) = -18.131 / -17.684 eV


# 2
The following is a DFT calculation (ωB97M-V/def2-TZVPD) of a cluster of 8 separate species, C6H31N2O7 in total at a distorted geometry.

Geometry (Å):
C: 0.9979 1.4641 -0.5040
N: 1.5382 0.4376 0.3825
C: 2.9156 0.6646 0.8544
C: 3.9635 0.4204 -0.2272
C: -0.4496 1.1789 -0.8932
N: -1.2581 0.8553 0.3039
C: -1.6130 -0.1429 -2.8008
C: -0.3858 0.0171 -1.9020
H: 1.1462 2.3772 0.0911
H: 1.6171 1.6576 -1.3823
H: 1.4745 -0.5387 0.0888
H: 3.0003 1.6813 1.2375
H: 3.0091 -0.0543 1.6621
H: 3.9503 1.2771 -0.8659
H: 3.7017 -0.4296 -0.8431
H: 4.9570 0.3209 0.1749
H: -0.8276 1.9890 -1.5093
H: -0.9085 0.0440 0.8050
H: -1.3842 1.6859 0.8724
H: -2.1642 0.5311 -0.0627
H: -1.7845 0.6865 -3.4968
H: -2.5478 -0.2355 -2.2511
H: -1.4636 -0.9572 -3.5105
H: -0.2003 -0.9343 -1.4107
H: 0.4077 0.1771 -2.6221
H: -4.0340 1.9619 -2.2209
H: -4.2978 1.8859 -0.7624
O: -3.5571 1.8832 -1.3838
H: -3.1019 0.1195 1.9466
H: -4.1903 -0.6382 1.0381
O: -3.2523 -0.5454 1.2227
H: 0.8292 -2.5776 2.7252
H: -0.5856 -3.0750 2.1974
O: 0.2186 -3.3094 2.6592
H: 1.4011 -3.3132 0.2471
H: 1.2109 -2.2511 -0.8862
O: 1.0408 -2.4476 0.0407
H: -3.4469 1.2436 3.7310
H: -2.0099 1.1789 3.3501
O: -2.8910 1.3186 2.9423
H: 1.9736 -2.6666 -2.8897
H: 3.5293 -2.6472 -2.6652
O: 2.6924 -2.2567 -2.4001
H: 0.4269 -0.0212 2.7328
H: 0.5298 1.2618 3.2845
O: -0.1778 0.7227 2.8997

Calculated values
Electronic energy = -24032.1057 eV
Frontier orbital gap = 9.2 eV
Total charge = +1
E_LUMO = -2.51 eV
Highest occupied orbital energy = -11.739 eV